[1]
{
  "formula": "C40H52N5P2SV",
  "method": "the ωB97M-V functional and the def2-TZVPD basis",
  "symbols": ["V", "N", "N", "C", "N", "S", "H", "H", "H", "H", "H", "C", "C", "C", "C", "C", "C", "C", "C", "C", "C", "N", "C", "C", "C", "C", "C", "N", "H", "H", "H", "H", "H", "H", "H", "H", "H", "H", "H", "H", "H", "H", "H", "H", "H", "C", "C", "C", "C", "C", "C", "P", "C", "C", "C", "C", "C", "C", "C", "C", "C", "C", "C", "C", "H", "H", "H", "H", "H", "H", "H", "H", "H", "H", "H", "H", "H", "H", "H", "C", "C", "P", "C", "C", "C", "C", "H", "H", "H", "H", "H", "H", "H", "H", "H", "H", "H", "H", "H", "H", "H"],
  "positions_angstrom": [[0.007, 0.474, 0.025], [-0.435, 1.931, 1.677], [0.502, 2.004, 2.722], [1.497, 1.098, 2.826], [2.284, 1.209, 3.905], [1.749, -0.126, 1.700], [-0.524, 2.863, 1.280], [-1.337, 1.629, 2.054], [0.310, 2.653, 3.470], [2.242, 2.003, 4.522], [3.070, 0.588, 3.991], [-5.557, 0.950, -0.631], [-4.305, 1.512, 0.035], [-3.965, 0.824, 1.336], [-4.745, 1.123, 2.449], [-4.460, 0.594, 3.694], [-3.379, -0.257, 3.842], [-2.574, -0.601, 2.760], [-1.430, -1.563, 2.968], [-1.886, -2.914, 3.510], [-2.885, -0.065, 1.500], [-2.010, -0.317, 0.408], [-2.446, -0.901, -0.665], [-1.648, -0.971, -1.829], [-2.002, -1.416, -3.101], [-0.907, -1.124, -3.923], [0.040, -0.520, -3.106], [-0.381, -0.423, -1.832], [-5.799, 1.509, -1.534], [-6.416, 1.002, 0.038], [-5.428, -0.097, -0.908], [-4.465, 2.572, 0.254], [-3.465, 1.472, -0.661], [-5.580, 1.803, 2.331], [-5.071, 0.851, 4.547], [-3.153, -0.671, 4.816], [-0.704, -1.123, 3.661], [-0.893, -1.703, 2.029], [-2.365, -2.820, 4.483], [-1.040, -3.593, 3.624], [-2.606, -3.385, 2.840], [-3.450, -1.325, -0.694], [-2.938, -1.869, -3.385], [-0.806, -1.318, -4.977], [1.022, -0.164, -3.385], [2.675, 5.265, 2.105], [3.458, 4.127, 1.958], [3.170, 3.205, 0.967], [2.099, 3.415, 0.100], [1.329, 4.567, 0.239], [1.612, 5.485, 1.240], [1.616, 2.084, -1.043], [0.773, 2.900, -2.426], [1.393, 3.221, -3.627], [0.658, 3.772, -4.666], [-0.699, 4.007, -4.517], [-1.332, 3.676, -3.326], [-0.600, 3.116, -2.295], [3.177, 1.430, -1.659], [4.245, 2.245, -2.034], [5.423, 1.681, -2.487], [5.548, 0.299, -2.564], [4.495, -0.519, -2.183], [3.312, 0.045, -1.726], [2.906, 5.989, 2.874], [4.306, 3.964, 2.611], [3.787, 2.320, 0.861], [0.514, 4.767, -0.447], [1.015, 6.382, 1.327], [2.448, 3.029, -3.766], [1.149, 4.011, -5.599], [-1.267, 4.434, -5.331], [-2.396, 3.835, -3.210], [-1.119, 2.821, -1.384], [4.161, 3.323, -1.960], [6.249, 2.315, -2.779], [6.472, -0.139, -2.916], [4.591, -1.595, -2.235], [2.491, -0.602, -1.429], [0.760, -4.332, -2.507], [1.380, -4.479, -1.120], [0.633, -3.294, 0.078], [-1.100, -3.925, 0.205], [-1.374, -5.389, 0.513], [1.485, -3.727, 1.665], [1.808, -5.175, 2.014], [1.223, -5.010, -3.224], [0.871, -3.311, -2.878], [-0.308, -4.552, -2.495], [2.447, -4.244, -1.168], [1.310, -5.511, -0.769], [-1.538, -3.660, -0.763], [-1.616, -3.279, 0.918], [-0.819, -6.053, -0.149], [-2.433, -5.624, 0.386], [-1.108, -5.646, 1.536], [0.915, -3.250, 2.468], [2.421, -3.158, 1.628], [0.918, -5.789, 2.133], [2.371, -5.229, 2.948], [2.425, -5.641, 1.246]],
  "mulliken_charge": [1.48, -0.83, -0.29, 0.67, -0.42, -0.57, 0.46, 0.11, 0.24, 0.20, 0.24, -1.37, -0.38, 0.78, -0.74, -1.33, -0.70, 1.47, 1.39, -1.61, -2.00, 1.71, -0.23, -0.87, -0.98, -1.17, -0.98, 1.51, 0.42, 0.40, 0.28, 0.57, -0.19, 0.51, 0.39, 0.48, 0.42, -1.50, 0.44, 0.41, 0.39, 0.63, 0.62, 0.47, 0.41, -0.66, -0.66, -0.71, 0.58, -0.47, -0.74, 1.95, 0.49, -0.67, -0.66, -0.76, -0.67, -0.11, -0.06, -0.36, -0.82, -0.64, -0.94, 0.03, 0.43, 0.48, 0.40, 0.44, 0.47, 0.37, 0.44, 0.41, 0.46, 0.14, 0.54, 0.43, 0.43, 0.50, 0.08, -1.14, -0.88, 1.02, 0.46, -1.75, -0.36, -1.43, 0.44, 0.10, 0.29, 0.51, 0.47, 0.31, -0.67, 0.33, 0.43, 0.30, 0.12, 0.36, 0.20, 0.44, 0.35],
  "lumo_energy_ev": [-2.227, -2.230],
  "multiplicity": 4,
  "total_charge": 1,
  "orbital_gap_ev": [7.538, 7.748]
}

[2]
{
  "formula": "CH6NPS",
  "method": "the ωB97M-V functional and the def2-TZVPD basis",
  "symbols": ["C", "N", "P", "S", "H", "H", "H", "H", "H", "H"],
  "positions_angstrom": [[0.382, 1.441, -1.486], [-1.404, -0.752, 0.356], [0.078, -2.327, 2.463], [-0.083, -0.778, 1.178], [0.150, 0.982, -2.462], [1.457, 1.098, -1.153], [-0.286, 0.955, -0.748], [-2.059, -1.453, 0.652], [1.398, -1.673, 2.803], [0.366, 2.508, -1.604]],
  "mulliken_charge": [-0.66, -0.54, -0.04, 0.25, 0.23, 0.18, 0.03, 0.26, 0.04, 0.26],
  "lumo_energy_ev": [-1.143, -1.125],
  "relative_energy_kj_mol": 260.3,
  "orbital_gap_ev": [7.657, 7.663]
}

| no. | maximum force (eV/A) |
| --- | --- |
| 1 | 0.41 |
| 2 | 2.94 |